a | Molecular formula: C10H16
Method: DFT, the ωB97M-V functional and the def2-TZVPD basis

Values from the calculation:
- HOMO energy: -9.065 eV
- LUMO: 0.0362 Ha
- Spin multiplicity: 1

Each line ends with the natural charge from an NBO analysis.
Geometry (Å):
C (-1.2645, -2.1076, 1.4762)  -0.65
C (0.2134, -0.1102, 1.1543)  -0.24
H (-2.7915, 3.6419, -2.0035)  0.20
H (3.5603, 0.1928, 0.9012)  0.21
H (-1.2279, -3.1623, 1.7843)  0.21
C (1.4387, 0.5122, 0.9884)  -0.21
H (-0.6686, 0.5165, 1.1637)  0.20
H (-3.0480, 1.3094, -2.3040)  0.20
H (-1.5760, 0.9850, -4.1340)  0.21
H (1.5106, 1.5862, 0.8584)  0.21
C (-1.1608, 1.6457, -3.3710)  -0.61
H (-1.8490, -2.1047, 0.5501)  0.22
H (-1.1306, 3.4843, -1.4103)  0.20
H (-0.1490, 1.2855, -3.2070)  0.21
C (2.4865, -1.6459, 1.1118)  -0.21
C (-2.1073, 2.9984, -1.4442)  -0.60
H (-1.8606, -1.5965, 2.2309)  0.22
C (1.2498, -2.2592, 1.2869)  -0.24
H (3.3532, -2.2938, 1.0841)  0.21
C (-2.0242, 1.6165, -2.1109)  -0.40
H (1.1458, -3.3308, 1.4012)  0.21
H (-1.6059, 0.9140, -1.3825)  0.20
H (-2.4580, 2.9369, -0.4120)  0.20
H (-1.1586, 2.6256, -3.8402)  0.20
C (2.5883, -0.2754, 0.9878)  -0.22
C (0.0877, -1.4830, 1.3130)  0.07


b | Molecular formula: C10H16
Method: DFT, the ωB97M-V functional and the def2-TZVPD basis

Values from the calculation:
- HOMO energy: -9.023 eV
- LUMO: 0.0378 Ha
- Spin multiplicity: 1

Each line ends with the natural charge from an NBO analysis.
Geometry (Å):
H (3.9886, 0.9862, 0.1968)  0.21
H (3.2207, 2.1647, -2.1091)  0.21
H (1.9230, 1.2865, -2.8812)  0.21
C (2.2295, 1.6916, -1.9340)  -0.63
C (-2.7710, 0.0903, 1.7956)  -0.61
H (-0.3413, -1.3993, 0.0194)  0.22
C (2.2126, 0.5645, -0.8541)  -0.02
H (-2.7310, -0.6993, 2.5329)  0.21
C (0.7178, -1.1028, -0.0006)  -0.24
H (-2.1448, -1.5784, 0.6359)  0.19
H (-1.8100, -0.5912, -1.4591)  0.21
H (-3.7066, -1.3717, 0.2783)  0.20
H (-3.5954, 0.1495, -1.2347)  0.21
C (-2.7896, -0.8138, 0.5252)  -0.39
H (1.4161, -1.7953, 2.0808)  0.22
C (1.0225, -0.1940, -0.9439)  -0.20
H (3.6548, -0.6606, 1.8722)  0.22
C (2.8833, -0.6278, 1.1394)  -0.20
H (1.5776, 2.5101, -1.7465)  0.22
C (-2.6233, -0.0329, -0.8156)  -0.62
C (3.0947, 0.4309, 0.1452)  -0.21
H (-2.2341, 0.9006, -0.2676)  0.21
H (-3.4439, 0.8176, 1.9364)  0.20
H (0.4351, -0.1732, -1.9342)  0.21
H (-1.7878, 0.6431, 1.9017)  0.20
C (1.6023, -1.1955, 1.1210)  -0.22


a takes first place; second place is 232.2 kJ/mol up.


a | Molecular formula: C10H16
Method: DFT, the ωB97M-V functional and the def2-TZVPD basis

Values from the calculation:
- HOMO energy: -8.893 eV
- LUMO: 0.0364 Ha
- Spin multiplicity: 1

Each line ends with the natural charge from an NBO analysis.
Geometry (Å):
H (-0.8893, -2.3112, 0.2805)  0.23
H (-3.6707, 0.1774, 2.0688)  0.22
H (-2.2652, 0.6237, 0.0850)  0.20
C (1.9379, -1.3232, -0.2951)  -0.23
H (-0.0017, -3.3336, -0.7605)  0.23
C (0.4640, -0.1319, -1.6853)  -0.21
H (-0.1138, 2.1944, 0.2448)  0.22
C (-0.4059, -2.2992, -0.7213)  -0.64
C (0.6632, -1.3066, -0.9088)  -0.01
C (-2.5730, 0.3426, 2.0780)  -0.61
H (-2.3898, 2.2841, 0.7769)  0.17
C (-0.4681, 1.5552, 1.0367)  -0.61
H (-0.3841, -0.1921, -2.3950)  0.21
H (-2.0968, -0.6195, 1.8209)  0.20
H (3.8391, -0.5068, 0.0767)  0.21
H (1.1172, 1.5643, -2.5280)  0.21
C (1.4504, 0.8353, -1.8689)  -0.23
H (-1.2484, -2.0444, -1.4563)  0.22
H (3.4067, 1.7203, -1.6087)  0.23
H (0.0992, 0.4920, 1.1697)  0.19
C (2.9427, -0.3813, -0.5022)  -0.19
H (2.3103, -2.0744, 0.3826)  0.21
C (2.7199, 0.7862, -1.3593)  -0.22
H (-0.1904, 2.0881, 2.0053)  0.20
H (-2.3396, 0.6783, 3.0890)  0.20
C (-1.9139, 1.1824, 0.9748)  -0.39


b | Molecular formula: C10H16
Method: DFT, the ωB97M-V functional and the def2-TZVPD basis

Values from the calculation:
- HOMO energy: -9.032 eV
- LUMO: 0.0378 Ha
- Spin multiplicity: 1

Each line ends with the natural charge from an NBO analysis.
Geometry (Å):
C (-1.3120, 1.0749, -0.3318)  -0.20
C (-3.1555, 1.5714, 1.1597)  -0.20
H (-2.8241, 1.3647, 3.2262)  0.21
C (-0.0669, 0.7988, 3.2460)  -0.63
H (0.9050, -3.4668, -1.7944)  0.21
H (0.2351, 1.7919, 3.5811)  0.22
H (-0.9673, 0.7951, -1.3170)  0.21
C (-2.6388, 1.4314, -0.1156)  -0.23
H (-3.2736, 1.6184, -0.9726)  0.21
C (1.3581, -1.3252, -1.8103)  -0.39
H (1.7991, -2.8240, -3.2695)  0.20
H (3.4240, -0.8157, -1.4264)  0.20
C (-2.3448, 1.2813, 2.2584)  -0.23
H (0.8056, 0.2244, 2.9405)  0.21
C (-0.4720, 1.0030, 0.7818)  -0.23
C (2.5965, -0.4578, -2.0349)  -0.60
C (1.6443, -2.7797, -2.1942)  -0.61
H (0.5096, 0.5859, 0.6049)  0.20
H (2.9300, -0.5270, -3.0606)  0.20
C (-1.0090, 0.9698, 2.0670)  0.00
H (0.5500, -0.9791, -2.4449)  0.19
H (2.3912, 0.5936, -1.8536)  0.21
H (-0.5543, 0.2946, 4.0775)  0.22
H (0.9985, -1.1656, -0.7955)  0.19
H (-4.1435, 2.0077, 1.2489)  0.21
H (2.6148, -3.0659, -1.7708)  0.20


b takes first place; second place is 151.6 kJ/mol up.


a | Molecular formula: C10H16
Method: DFT, the ωB97M-V functional and the def2-TZVPD basis

Values from the calculation:
- HOMO energy: -8.905 eV
- LUMO: 0.0375 Ha
- Spin multiplicity: 1

Each line ends with the natural charge from an NBO analysis.
Geometry (Å):
C (-0.1566, -1.5630, 3.2057)  -0.63
H (0.0627, -0.8812, 4.0294)  0.22
C (-0.6078, -0.8290, 0.8899)  -0.23
H (0.4003, 1.5879, -2.2976)  0.20
C (2.6079, 1.1917, -2.3905)  -0.40
H (1.2845, -0.0859, -1.2040)  0.19
C (-2.6212, 0.2608, 0.1451)  -0.23
C (2.3573, 0.0919, -1.2782)  -0.61
C (-3.1246, -0.0672, 1.3980)  -0.20
H (-2.9549, -0.8986, 3.3391)  0.22
C (1.2551, 1.6066, -2.9643)  -0.61
H (-0.7867, 0.3591, -0.9513)  0.20
H (1.0157, 0.7421, -3.6300)  0.20
C (-2.4105, -0.6471, 2.4469)  -0.23
H (0.3227, -1.1154, 0.4271)  0.22
H (-0.5607, -2.4631, 3.7016)  0.21
H (0.7830, -1.8798, 2.7641)  0.22
H (-4.1144, 0.3581, 1.5781)  0.20
C (-1.1144, -1.0698, 2.1595)  -0.01
H (-3.2690, 0.5754, -0.6632)  0.22
H (2.7896, -0.8622, -1.5905)  0.21
H (3.1497, 0.6764, -3.1768)  0.20
C (-1.2647, 0.0000, -0.0514)  -0.18
H (1.1377, 2.4435, -3.6458)  0.21
H (2.6668, 0.4491, -0.3096)  0.21
H (3.1525, 2.0199, -1.9315)  0.20


b | Molecular formula: C10H16
Method: DFT, the ωB97M-V functional and the def2-TZVPD basis

Values from the calculation:
- HOMO energy: -9.095 eV
- LUMO: 0.0357 Ha
- Spin multiplicity: 1

Each line ends with the natural charge from an NBO analysis.
Geometry (Å):
C (0.2170, -0.7614, 0.7953)  -0.23
H (1.9989, 0.5775, -1.0780)  0.22
C (1.0101, 0.3707, 0.7886)  0.00
H (-2.2372, -0.8639, -0.9119)  0.22
H (-1.4699, -0.5508, -3.7495)  0.20
H (-3.6767, -0.9880, -2.0276)  0.21
H (-2.2183, 0.4495, 2.8332)  0.21
H (-2.5283, -2.0405, -2.2903)  0.21
H (1.1645, 2.4939, 1.3361)  0.21
C (-0.6062, 1.6408, 2.0797)  -0.20
H (0.4626, -1.7516, 0.4259)  0.22
H (-2.0414, 0.9883, -3.0063)  0.21
H (3.1337, -1.5285, 0.0868)  0.21
H (4.3743, -0.3235, 0.3464)  0.22
C (-1.7612, -0.0678, -2.8052)  -0.62
H (-0.7982, 0.1429, -2.3379)  0.20
H (-0.9437, 2.6110, 2.3841)  0.21
C (-1.3568, 0.4786, 2.1464)  -0.23
H (2.7691, 1.4356, 0.1165)  0.21
C (-0.9361, -0.7281, 1.6275)  -0.20
C (3.2963, -0.5157, 0.4793)  -0.62
C (0.6368, 1.5464, 1.4555)  -0.21
C (2.2722, 0.4710, -0.0243)  -0.44
C (-2.5880, -1.0155, -1.9406)  -0.63
H (-1.6046, -1.5962, 1.7042)  0.21
H (3.4311, -0.4747, 1.5663)  0.22


a takes first place; second place is 8.1 kJ/mol up.